# 1
Computed, not measured: C12H19NSi in the gas phase in a non-equilibrium geometry, with wB97M-V/def2-TZVPD.

Results
* E_tot: -812.841968 Eh
* E_LUMO: 0.868 eV
* gap between HOMO and LUMO: 7.97 eV
* relative energy (zero: lowest compared OMol25 entry of this formula, charge and spin): 255.9 kJ/mol

Each line ends with the Mulliken charge.
Element x y z (Å)
C: 2.2080 -1.3559 0.4719  -1.303
N: 1.4031 -0.2109 0.4651  0.099
C: 0.5484 0.1175 1.4942  0.211
C: 0.2022 -0.5507 2.7250  -0.256
C: -0.4836 0.1010 3.7320  -0.926
C: -0.8318 1.4329 3.4507  -0.276
C: -0.6987 2.0772 2.2510  -0.963
C: 0.0409 1.4274 1.2554  1.144
C: 0.5339 1.8939 -0.0407  -1.080
C: 1.0566 0.4350 -0.7993  -0.188
Si: -0.4150 -0.3206 -1.8130  0.229
C: -1.2166 0.9506 -3.0359  -1.170
C: -1.6027 -1.1547 -0.5535  -1.202
C: 0.1931 -1.8435 -2.8146  -1.144
H: 1.6606 -2.2116 0.0397  0.330
H: 3.2223 -1.1882 -0.0409  0.226
H: 2.5233 -1.4511 1.4544  0.583
H: 0.4779 -1.6705 2.8463  0.231
H: -0.8588 -0.3160 4.6434  0.445
H: -1.2207 1.9918 4.3260  0.292
H: -1.0930 3.0292 1.9892  0.453
H: -0.2744 2.1835 -0.7249  0.223
H: 1.3456 2.6236 0.1630  0.336
H: 1.8066 0.8216 -1.4687  0.495
H: -2.1207 0.5660 -3.5460  0.352
H: -1.5572 1.8126 -2.4833  0.404
H: -0.5015 1.0418 -3.8976  0.294
H: -2.1510 -0.2642 -0.2938  0.238
H: -2.2391 -1.8009 -0.9827  0.571
H: -1.1080 -1.6140 0.2344  0.369
H: 1.1067 -2.2508 -2.3265  0.289
H: -0.4745 -2.7393 -2.9126  0.339
H: 0.5182 -1.5627 -3.8075  0.355


# 2
Computed, not measured: a molecular structure, C40H30Cl2NPPt, with wB97M-V/def2-TZVPD.

Results
* E_tot: -2978.058333 Eh
* E_LUMO (alpha / beta): 0.074 / -1.073 eV
* gap between HOMO and LUMO (alpha / beta): 4.72 / 6.50 eV
* relative energy (zero: lowest compared OMol25 entry of this formula, charge and spin): 0.0 kJ/mol
* 2S+1: 3
* expectation value of S²: 2.035

Each line ends with the Mulliken charge.
Element x y z (Å)
Pt: 0.3578 1.2974 0.0152  2.032
Cl: -1.6073 0.7489 -1.7161  0.009
C: -2.6745 -0.2261 -0.7290  0.723
C: -4.0195 -0.2466 -1.0421  -0.772
C: -4.8674 -1.0173 -0.2622  -0.602
C: -4.3631 -1.7523 0.8035  -0.822
C: -3.0066 -1.7288 1.0885  -0.673
C: -2.1337 -0.9614 0.3192  -0.497
P: -0.3466 -0.8779 0.6058  1.035
C: -0.1386 -1.4971 2.2941  0.358
C: -0.6553 -0.7579 3.3599  0.035
C: -0.4890 -1.1963 4.6628  -0.939
C: 0.2045 -2.3720 4.9195  -0.642
C: 0.7223 -3.1117 3.8680  -0.695
C: 0.5519 -2.6794 2.5591  -0.682
C: 0.3548 -2.0991 -0.5247  0.347
C: -0.4211 -2.7941 -1.4498  -1.000
C: 0.1891 -3.6091 -2.3933  -0.708
C: 1.5695 -3.7412 -2.4129  -0.741
C: 2.3459 -3.0548 -1.4882  -0.723
C: 1.7445 -2.2264 -0.5546  -0.266
H: -4.3945 0.3524 -1.8615  0.520
H: -5.9267 -1.0354 -0.4847  0.414
H: -5.0288 -2.3521 1.4104  0.427
H: -2.6155 -2.3126 1.9128  0.523
H: -1.2010 0.1602 3.1719  0.353
H: -0.8955 -0.6147 5.4804  0.450
H: 0.3400 -2.7096 5.9396  0.396
H: 1.2599 -4.0308 4.0628  0.438
H: 0.9524 -3.2638 1.7429  0.436
H: -1.5003 -2.6970 -1.4450  0.349
H: -0.4194 -4.1389 -3.1172  0.427
H: 2.0445 -4.3742 -3.1535  0.412
H: 3.4253 -3.1422 -1.5094  0.406
H: 2.3576 -1.6656 0.1432  0.603
C: 3.0218 1.5545 3.4156  -0.914
C: 4.2385 1.2343 2.8279  -0.846
C: 4.3065 0.9859 1.4665  -0.633
C: 3.1566 1.0310 0.6724  1.018
C: 1.9253 1.3631 1.2764  -0.171
C: 1.8728 1.6308 2.6337  0.138
C: 3.1335 0.7380 -0.7536  0.263
C: 4.1417 0.0919 -1.4494  -0.567
C: 3.9707 -0.2670 -2.7735  -1.536
C: 2.7924 0.1639 -3.4617  1.451
C: 2.5783 -0.0596 -4.8288  -0.745
C: 1.4888 0.4827 -5.4895  -0.696
C: 0.6038 1.2999 -4.7958  -0.736
C: 0.7849 1.5232 -3.4387  -0.732
C: 1.8271 0.9124 -2.7346  0.033
N: 1.9378 1.0700 -1.3652  0.072
H: 2.9618 1.7508 4.4792  0.456
H: 5.1395 1.1918 3.4297  0.372
H: 5.2649 0.7713 1.0080  0.408
H: 0.9373 1.9026 3.1110  0.265
H: 5.0534 -0.1671 -0.9221  0.314
H: 4.7318 -0.8161 -3.3158  0.359
H: 3.3039 -0.6550 -5.3733  0.398
H: 1.3458 0.2961 -6.5471  0.391
H: -0.2206 1.7758 -5.3141  0.411
H: 0.1369 2.2118 -2.9043  0.737
Cl: -6.0719 4.1731 -1.0181  -0.246
C: -4.5727 3.6474 -0.3033  0.449
C: -4.5884 2.6574 0.6598  -0.976
C: -3.3874 2.2263 1.2089  0.118
C: -2.1676 2.7776 0.8205  -0.715
C: -0.8795 2.3101 1.3996  -1.207
C: -2.1937 3.7956 -0.1402  -0.114
C: -3.3793 4.2287 -0.7068  -0.881
H: -5.5300 2.2230 0.9726  0.433
H: -3.4071 1.4419 1.9606  0.345
H: -1.0696 1.7870 2.3363  0.374
H: -0.2576 3.1745 1.6453  1.101
H: -1.2588 4.2531 -0.4513  0.446
H: -3.3872 5.0145 -1.4523  0.433


# 3
Computed, not measured: a molecular structure, C32H45N6O12SiTi, with wB97M-V/def2-TZVPD.

Results
* E_tot: -3617.386599 Eh
* net charge: -1
* E_LUMO: 2.064 eV
* gap between HOMO and LUMO: 8.29 eV
* relative energy (zero: lowest compared OMol25 entry of this formula, charge and spin): 14.2 kJ/mol

Each line ends with the Mulliken charge.
Element x y z (Å)
Ti: 0.3715 0.8143 0.3171  -1.487
O: 3.3298 3.0128 1.9207  -0.750
C: 2.6651 2.1854 1.3489  0.151
O: 1.3817 2.2656 1.0626  0.057
C: 3.2401 0.8507 0.9328  0.689
C: 4.5198 0.3783 1.1344  -0.648
C: 4.7635 -0.9604 0.8488  -0.825
C: 3.7345 -1.7969 0.4228  -0.717
C: 2.4846 -1.2431 0.2533  0.475
N: 2.3025 0.0494 0.4673  1.497
C: 1.1776 -1.9582 -0.0208  -0.136
O: 1.1461 -3.1396 -0.2844  -0.786
O: 0.1604 -1.1511 0.1075  -0.536
H: 5.2797 1.0389 1.5289  0.609
H: 5.7561 -1.3668 0.9987  0.433
H: 3.8748 -2.8556 0.2524  0.604
O: -0.1501 -1.4672 3.8302  -0.793
C: -0.2071 -0.6285 2.9470  -0.114
O: 0.7409 0.0280 2.3848  -0.361
C: -1.5578 -0.1746 2.4382  0.549
C: -2.7828 -0.4679 3.0001  -0.679
C: -3.9049 0.1887 2.5106  -0.423
C: -3.7763 1.1346 1.4991  -0.730
C: -2.5210 1.3462 0.9760  0.642
N: -1.4645 0.6791 1.4265  0.815
C: -2.1357 2.3732 -0.0607  -0.093
O: -2.9620 3.1414 -0.5127  -0.785
O: -0.8737 2.3077 -0.3305  0.099
H: -2.8241 -1.1751 3.8172  0.572
H: -4.8789 -0.0131 2.9400  0.436
H: -4.6093 1.7102 1.1198  0.517
C: 0.7550 3.7264 -5.4939  -2.035
C: -0.1696 3.1533 -4.4254  2.192
C: -1.2459 4.1548 -4.0440  -1.610
C: -0.8000 1.8607 -4.9353  -1.699
O: 0.5907 2.9367 -3.2334  0.088
Si: 1.5248 1.7953 -2.5627  -2.771
O: 0.7944 0.8094 -1.5022  2.571
O: 2.7679 2.5019 -1.7502  0.868
C: 3.4537 3.7456 -1.9443  1.967
C: 4.7619 3.6220 -1.1785  -1.553
C: 3.7584 3.9545 -3.4240  -1.383
C: 2.6037 4.8760 -1.3775  -1.504
O: 2.1354 0.9543 -3.8387  0.976
C: 2.9118 -0.2393 -3.8885  1.954
C: 4.0776 -0.1459 -2.9098  -1.452
C: 3.4261 -0.3334 -5.3164  -2.103
C: 2.0183 -1.4305 -3.5571  -1.524
H: 0.2098 3.8616 -6.4307  0.520
H: 1.5918 3.0464 -5.6707  0.227
H: 1.1467 4.6968 -5.1811  0.344
H: -1.8828 4.3781 -4.9047  0.351
H: -0.7859 5.0820 -3.6940  0.328
H: -1.8611 3.7546 -3.2353  0.205
H: -1.1821 2.0092 -5.9477  0.626
H: -1.6384 1.5588 -4.3119  0.538
H: -0.0563 1.0603 -4.9649  -0.011
H: 5.3110 2.7424 -1.5270  0.233
H: 4.5896 3.5293 -0.1060  0.260
H: 5.3777 4.5079 -1.3559  0.451
H: 4.4094 3.1575 -3.7939  0.207
H: 4.2647 4.9118 -3.5671  0.572
H: 2.8462 3.9539 -4.0174  -0.056
H: 2.4217 4.7037 -0.3145  0.289
H: 1.6391 4.9209 -1.8852  0.072
H: 3.1181 5.8328 -1.4982  0.476
H: 4.6888 0.7329 -3.1286  0.139
H: 4.7000 -1.0406 -2.9847  0.608
H: 3.7230 -0.0539 -1.8809  0.077
H: 4.0314 0.5442 -5.5559  0.376
H: 2.5861 -0.3749 -6.0128  0.331
H: 4.0364 -1.2306 -5.4486  0.386
H: 1.4905 -1.2591 -2.6174  0.039
H: 2.6061 -2.3463 -3.4608  0.417
H: 1.2704 -1.5787 -4.3413  0.301
C: -3.6580 -1.6852 -0.9790  -0.746
N: -2.4107 -1.0359 -1.3698  0.535
C: -1.5832 -1.9993 -2.0957  -0.636
N: -2.2747 -2.5236 -3.2867  0.172
C: -3.5316 -3.1360 -2.8514  -0.693
N: -4.4099 -2.1955 -2.1400  -0.024
C: -4.6735 -1.0622 -3.0371  -0.790
N: -3.4487 -0.3905 -3.4782  0.236
C: -2.7384 0.0650 -2.2718  -0.500
C: -2.6042 -1.3860 -4.1503  -0.369
H: -4.2835 -0.9695 -0.4408  0.317
H: -3.4275 -2.5228 -0.3170  0.218
H: -1.3143 -2.8203 -1.4307  0.381
H: -0.6664 -1.4980 -2.4079  -0.376
H: -3.3039 -3.9737 -2.1896  0.368
H: -4.0635 -3.5149 -3.7275  0.345
H: -5.3004 -0.3371 -2.5131  0.372
H: -5.2157 -1.4263 -3.9132  0.357
H: -3.3712 0.7915 -1.7557  0.540
H: -1.8062 0.5507 -2.5526  -0.677
H: -1.6768 -0.9045 -4.4653  -0.101
H: -3.1301 -1.7519 -5.0355  0.501


- Which of these has the highest E_tot?
  C12H19NSi